Here is C7H11ClN2O3S in the gas phase from the OMol25 dataset. Energies are from the ωB97M-V functional and the def2-TZVPD basis.

## Properties
**Lowest unoccupied orbital energy**: 0.28 eV
**Net charge**: 0
**Max |F|**: 4.71 eV/Å
**Gap between HOMO and LUMO**: 9.52 eV
**SMILES**: CCOc1[nH]nc(CC)c1S(=O)(=O)Cl
**HOMO**: -9.24 eV

Geometry as XYZ:
```
25
Properties=species:S:1:pos:R:3:forces:R:3
C -0.81179 -3.09070 1.87214 -0.0366 1.4521 -0.5249
C 0.08665 -2.01464 2.48255 2.9625 -1.1806 3.4709
O -0.04447 -0.71662 1.91276 -0.5497 -0.7138 0.6479
C 0.30929 -0.46765 0.66432 -1.9504 2.6299 -0.7382
N 1.38883 -0.78431 -0.08632 -2.1248 1.0076 1.3818
N 1.38556 -0.10077 -1.20825 0.8169 1.4956 -2.2770
C 0.41379 0.78614 -1.19908 0.4389 -1.1735 -0.2375
C 0.29979 1.77446 -2.26235 -1.2599 1.5597 0.1165
C 1.54269 2.60860 -2.37189 0.6486 0.1724 -2.0488
C -0.36793 0.59508 -0.07016 0.8787 -1.6705 2.1027
S -1.87712 1.34573 0.34422 -0.0776 0.5558 0.7097
O -1.91291 1.87938 1.69362 0.0715 -0.8336 -1.7670
O -2.31330 2.12672 -0.78467 0.1782 -0.3959 0.9381
Cl -3.07622 -0.35066 0.31842 -0.0172 0.2600 0.1927
H -0.75298 -2.77452 0.79139 -0.9231 -1.1765 0.7119
H -0.53880 -4.13967 2.05928 0.3369 0.5662 -0.2193
H -1.80354 -2.92684 2.37623 0.6419 -0.1629 -1.2019
H 1.25558 -2.16363 2.62725 -2.0989 -0.4530 -1.0697
H -0.16399 -2.01961 3.60974 0.0309 1.0457 -1.7553
H 1.81368 -1.63351 -0.22125 1.3614 -2.4304 0.6167
H -0.02855 1.37720 -3.19927 0.3000 -0.7646 -0.6839
H -0.55398 2.39441 -2.01217 0.0125 0.2842 0.0694
H 1.71534 2.96921 -3.42023 -0.5858 0.3417 0.9917
H 2.36071 1.94925 -2.28709 1.2095 -0.8213 0.4373
H 1.67367 3.37695 -1.62921 -0.2644 0.4060 0.1362
```
Forces are in eV/Å.

---

Here is a molecular structure, C7H11CoNP from the OMol25 dataset. Energies are from the ωB97M-V functional and the def2-TZVPD basis.

## Properties
**Lowest unoccupied orbital energy (spin up / spin down)**: 0.50 / -1.50 eV
**Net charge**: 0
**Max |F|**: 3.66 eV/Å
**Spin multiplicity**: 5
**Gap between HOMO and LUMO (spin up / spin down)**: 4.62 / 6.34 eV
**HOMO (spin up / spin down)**: -4.12 / -7.84 eV
**<S²>**: 6.0321

Geometry as XYZ:
```
21
Properties=species:S:1:pos:R:3:forces:R:3
C 1.43063 -1.71508 -0.66464 0.9073 -0.5809 1.2178
C 2.29934 -2.07349 0.41597 -1.9838 1.7909 -2.5053
C 1.46295 -2.69527 1.40361 -1.5614 -2.3119 0.1774
C 0.21037 -3.01074 0.83808 1.1333 1.0792 0.9096
C 0.12086 -2.28756 -0.40334 1.5845 -0.2415 0.3009
Co -1.27351 0.52686 -1.28919 -0.8358 -1.4591 -0.9166
P -0.59675 1.64002 -3.02991 0.2565 0.7655 -1.2359
H 1.68620 -1.13299 -1.54472 0.0441 -0.2307 0.1501
H 3.35468 -1.86201 0.49051 -0.0531 0.0776 0.0641
H 1.81971 -3.04119 2.38001 -0.2271 0.1413 -0.4227
H -0.74939 -2.19755 -1.04533 0.0807 0.0017 0.0797
H -0.57912 -3.60099 1.28687 0.1094 0.2635 0.0481
H -1.19058 1.33904 -4.31854 0.4390 0.1227 0.7779
H 0.77727 1.55082 -3.43231 -0.4022 0.1166 -0.0945
H -0.75691 3.07284 -3.16862 0.1785 -0.5094 0.0021
C -1.39279 2.87515 2.40803 -0.0461 0.0781 0.4249
C -1.11848 2.00447 1.28272 -0.1458 -1.3983 -1.5319
N -1.07547 1.31335 0.34443 0.4727 2.2142 2.8056
H -2.44469 3.18518 2.31381 0.3340 0.0152 0.1881
H -0.73904 3.75507 2.35893 -0.2221 -0.1874 0.1174
H -1.24527 2.35407 3.37365 -0.0625 0.2525 -0.5568
```
Forces are in eV/Å.

---

Here is C7H11F in the gas phase from the OMol25 dataset. Energies are from the ωB97M-V functional and the def2-TZVPD basis.

## Properties
**Lowest unoccupied orbital energy**: 1.09 eV
**Net charge**: 0
**Max |F|**: 1.97 eV/Å
**Gap between HOMO and LUMO**: 11.01 eV
**SMILES**: FC1(C2CCC2)CC1
**HOMO**: -9.92 eV

Geometry as XYZ:
```
19
Properties=species:S:1:pos:R:3:forces:R:3
F -1.19520 1.41442 -1.03719 0.5787 -0.9101 0.3107
C -1.11872 0.28923 -0.20712 -0.7036 -0.3302 1.2163
C 0.25668 -0.18554 0.22887 0.6008 0.7550 0.1674
C 1.24047 -0.52991 -0.89504 -0.3090 -1.2461 -1.1507
C 2.38842 0.08512 -0.14107 0.3217 -0.4042 1.4371
C 1.33910 0.85258 0.63168 -0.0697 0.9309 1.7344
C -2.25819 0.21191 0.78046 0.3134 -0.7865 -0.0143
C -2.15551 -0.77349 -0.41890 -0.2706 1.5768 0.3577
H 0.22991 -0.99168 1.01907 -0.4257 0.7963 -0.9266
H 0.93088 -0.01024 -1.79303 0.1752 0.1601 -0.2938
H 1.37082 -1.58309 -1.10307 -0.1359 -0.3028 -0.3830
H 3.17899 0.69689 -0.52802 0.2789 0.0750 -0.8382
H 2.84559 -0.68348 0.49215 0.0456 0.0526 -0.0736
H 1.51696 1.04626 1.71834 -0.2340 -0.0253 -0.7988
H 1.23784 1.79436 0.09882 -0.5684 0.2177 0.1796
H -3.04528 0.97130 0.75947 0.4283 -0.2924 -0.1301
H -2.04049 -0.23021 1.77222 -0.1652 0.4983 -0.6955
H -1.85211 -1.76371 -0.15643 -0.0253 -0.5171 -0.2361
H -2.87016 -0.61073 -1.22121 0.1647 -0.2483 0.1374
```
Forces are in eV/Å.

---

Here is 2 unconnected molecules or ions with the total composition C7H11FN2O from the OMol25 dataset. Energies are from the ωB97M-V functional and the def2-TZVPD basis.

## Properties
**Lowest unoccupied orbital energy (spin up / spin down)**: 0.60 / -1.64 eV
**Net charge**: 0
**Max |F|**: 5.65 eV/Å
**Spin multiplicity**: 3
**Gap between HOMO and LUMO (spin up / spin down)**: 5.34 / 7.78 eV
**HOMO (spin up / spin down)**: -4.74 / -9.41 eV
**<S²>**: 2.0181

Geometry as XYZ:
```
22
Properties=species:S:1:pos:R:3:forces:R:3
C -1.60526 -0.58164 0.11257 -0.6807 0.1846 -0.0813
C -0.11715 1.18387 -0.60273 2.6377 1.5422 -4.2216
C -0.27475 -4.07899 -0.90202 1.0232 -0.6260 -1.0230
C -0.85502 1.04251 1.77751 -1.4253 2.8310 1.8677
C 1.29972 3.19810 -0.85064 0.2639 1.3535 1.0169
C 0.10342 -2.86532 -0.52722 -1.2475 -3.1169 0.3161
C -0.90407 0.58847 0.37043 -2.1564 -2.9743 2.7044
N -2.27770 -1.52680 -0.11997 0.3138 0.9073 0.1283
N -0.10666 0.80004 -1.97382 2.5616 4.8696 1.2672
O 0.53033 2.28138 -0.12273 0.3423 0.2774 0.1621
F 0.16629 -2.54558 0.75841 0.5993 0.6071 0.3453
H -0.24414 -4.28883 -1.97735 -0.2028 0.3464 0.3233
H -0.39036 -4.99307 -0.32926 -0.2008 0.5400 0.5282
H -0.56964 0.04683 -2.29553 -2.0174 -2.9203 -0.8442
H -0.01186 1.72392 2.17852 -1.1391 -1.2660 -1.3515
H -1.83794 1.68920 1.98978 1.8242 -1.0424 -0.4773
H -0.97369 0.24454 2.48934 0.0316 -0.5971 0.0481
H 0.74210 3.66838 -1.63970 -0.7213 0.5631 -0.2196
H 2.15365 2.81540 -1.37005 0.7879 -0.9018 0.0562
H 1.66608 3.99133 -0.09390 -0.7189 -1.3108 -1.2916
H 0.20429 -2.15699 -1.28221 0.5818 1.8045 -0.4796
H 0.10597 1.52067 -2.70472 -0.4569 -1.0709 1.2259
```
Forces are in eV/Å.

---

- Number 2 is which compound?
  C7H11CoNP

---

- The lowest max |F| belongs to which entry?
  C7H11F